Record 1
{
  "formula": "C13H44N2O9",
  "method": "ωB97M-V/def2-TZVPD",
  "species": ["O", "O", "O", "O", "O", "O", "O", "O", "O", "N", "N", "C", "C", "C", "C", "C", "C", "C", "C", "C", "C", "C", "C", "C", "H", "H", "H", "H", "H", "H", "H", "H", "H", "H", "H", "H", "H", "H", "H", "H", "H", "H", "H", "H", "H", "H", "H", "H", "H", "H", "H", "H", "H", "H", "H", "H", "H", "H", "H", "H", "H", "H", "H", "H", "H", "H", "H", "H"],
  "xyz": [[-1.606, 4.209, -0.158], [0.625, 1.552, -1.969], [-1.401, 2.243, 2.877], [-3.806, -2.884, -0.159], [-0.225, -0.190, 0.417], [-1.292, -0.647, -2.056], [4.064, -1.620, 0.024], [-2.402, -0.175, 2.071], [4.444, 2.408, 0.819], [4.753, -0.858, -2.132], [3.400, -2.388, -2.047], [4.087, -1.574, -1.334], [0.591, 3.443, 2.290], [-1.790, -4.130, 0.450], [1.889, 1.005, -1.676], [-2.371, 2.944, -1.950], [-1.141, -1.926, -2.540], [-3.257, -4.067, 0.446], [-1.927, 2.923, -0.504], [0.287, -2.333, -2.316], [-0.076, 2.340, 3.221], [0.743, -0.911, 1.130], [3.858, 1.477, 1.723], [-3.665, -0.329, 1.493], [1.400, 3.875, 2.904], [1.595, -1.068, 0.490], [-3.665, -4.889, -0.142], [4.557, 3.251, 1.190], [2.548, 1.076, -2.504], [4.640, 1.415, 2.487], [-4.351, 0.463, 1.855], [0.452, 1.382, 3.240], [-0.951, 2.343, -0.443], [2.966, 1.828, 2.307], [3.546, 0.501, 1.436], [1.705, -0.058, -1.470], [5.382, -0.266, -1.651], [-0.875, -0.651, -1.214], [-3.376, 3.346, -2.173], [-1.498, -2.084, -3.537], [-1.607, 3.364, -2.592], [0.423, -2.150, -1.334], [-1.781, 3.054, 3.189], [-4.170, -1.315, 1.659], [2.779, -2.975, -1.422], [-3.643, -4.158, 1.472], [-2.282, 1.868, -2.231], [-2.769, 2.449, 0.169], [-1.397, -4.353, -0.489], [0.488, -3.370, -2.382], [-1.438, -3.173, 0.836], [-0.038, 0.911, -1.902], [-0.122, 2.684, 4.269], [-1.812, -2.436, -1.810], [-2.252, 0.644, 2.480], [4.341, -0.490, -2.977], [-1.380, -4.785, 1.177], [3.414, -2.393, -3.070], [-3.574, 0.001, 0.412], [0.333, -1.881, 1.407], [-0.688, 4.301, -0.272], [0.908, -1.660, -2.971], [0.905, 2.900, 1.428], [-4.753, -2.832, -0.042], [-0.095, 4.242, 2.097], [1.086, -0.461, 1.993], [2.361, 1.459, -0.826], [-1.092, -0.420, 0.835]],
  "mol_weight_g_mol": 372.50,
  "de_lowest_ev": 6.009,
  "smiles": "NC(N)=O.CCO.CCO.CCO.CCO.CO.CO.CO.CO",
  "e_lumo_ev": 0.62,
  "charge": 0,
  "gap_ha": 0.3674,
  "e_tot_ha": -1308.1604
}

Record 2
{
  "formula": "C13H44O13",
  "method": "ωB97M-V/def2-TZVPD",
  "species": ["O", "O", "O", "O", "O", "O", "O", "O", "O", "O", "O", "O", "O", "C", "C", "C", "C", "C", "C", "C", "C", "C", "C", "C", "C", "C", "H", "H", "H", "H", "H", "H", "H", "H", "H", "H", "H", "H", "H", "H", "H", "H", "H", "H", "H", "H", "H", "H", "H", "H", "H", "H", "H", "H", "H", "H", "H", "H", "H", "H", "H", "H", "H", "H", "H", "H", "H", "H", "H", "H"],
  "xyz": [[27.536, 3.340, 10.284], [23.759, 5.020, 8.260], [23.525, -0.515, 11.607], [20.884, -0.092, 7.558], [28.742, 6.201, 10.654], [19.389, 1.478, 9.913], [24.900, 2.098, 6.204], [25.712, -3.443, 10.604], [28.104, -1.813, 8.333], [23.767, 4.272, 4.504], [27.704, 0.530, 5.884], [21.239, 6.767, 9.454], [21.615, -2.901, 9.565], [22.396, -2.584, 10.722], [20.775, 1.723, 10.270], [27.503, 1.408, 4.707], [23.316, -1.325, 10.426], [22.535, 5.447, 7.692], [28.137, 5.649, 9.497], [24.478, 3.768, 3.357], [21.607, 0.167, 6.473], [27.017, -3.066, 10.104], [27.047, 4.529, 9.729], [26.839, -2.029, 8.931], [24.696, 1.768, 7.551], [22.000, 6.767, 8.285], [23.850, 3.642, 5.224], [26.209, -2.397, 8.121], [27.804, 3.656, 11.150], [25.618, 1.642, 5.759], [27.222, 2.326, 5.223], [28.433, -0.941, 8.561], [26.615, -1.089, 9.436], [21.504, -3.853, 9.526], [24.726, 4.394, 2.500], [25.502, 1.192, 8.004], [22.914, 7.348, 8.410], [21.143, 0.808, 10.734], [20.740, 2.611, 10.900], [22.818, -0.721, 9.668], [24.471, 5.370, 7.720], [25.964, -4.114, 11.242], [24.316, -1.458, 10.013], [21.804, -2.511, 11.634], [27.641, -3.920, 9.839], [19.352, 0.876, 9.166], [23.709, 1.396, 7.827], [25.535, 3.687, 3.610], [26.131, 4.758, 10.274], [29.020, 5.226, 9.018], [27.693, 6.430, 8.879], [21.781, 4.662, 7.650], [21.454, 7.336, 7.532], [22.998, -3.463, 10.952], [21.508, 7.534, 9.965], [21.047, -0.083, 5.572], [26.826, 4.260, 8.696], [22.733, 5.656, 6.640], [28.649, 0.358, 5.889], [24.188, 0.166, 11.466], [21.305, -0.811, 8.036], [24.057, 2.875, 2.894], [24.771, 2.739, 8.040], [28.433, 1.680, 4.207], [29.427, 5.587, 10.929], [21.879, 1.221, 6.519], [21.256, 1.977, 9.325], [27.479, -2.516, 10.924], [22.467, -0.480, 6.298], [26.735, 1.105, 3.996]],
  "mol_weight_g_mol": 408.48,
  "de_lowest_ev": 3.061,
  "smiles": "OCCO.OCCO.OCCO.OCCO.CO.CO.CO.CO.CO",
  "e_lumo_ev": 0.18,
  "charge": 0,
  "gap_ha": 0.3528,
  "e_tot_ha": -1499.5469
}

Record 3
{
  "formula": "C13H46F6O10P",
  "method": "ωB97M-V/def2-TZVPD",
  "species": ["P", "F", "F", "F", "F", "F", "F", "O", "O", "O", "O", "O", "O", "O", "O", "O", "O", "C", "C", "C", "C", "C", "C", "C", "C", "C", "C", "C", "C", "C", "H", "H", "H", "H", "H", "H", "H", "H", "H", "H", "H", "H", "H", "H", "H", "H", "H", "H", "H", "H", "H", "H", "H", "H", "H", "H", "H", "H", "H", "H", "H", "H", "H", "H", "H", "H", "H", "H", "H", "H", "H", "H", "H", "H", "H", "H"],
  "xyz": [[19.707, -22.513, 20.636], [20.629, -21.216, 20.294], [20.598, -23.414, 19.555], [18.701, -23.653, 21.097], [18.727, -22.149, 19.489], [18.973, -21.574, 21.669], [20.759, -22.893, 21.827], [23.081, -21.436, 17.085], [20.816, -20.713, 27.603], [15.018, -24.395, 22.966], [24.223, -23.163, 20.486], [23.535, -25.753, 16.494], [24.661, -17.380, 19.199], [18.496, -18.393, 17.822], [16.221, -18.069, 22.238], [21.329, -25.702, 25.051], [18.106, -25.484, 14.868], [17.459, -24.334, 14.446], [20.373, -20.404, 26.325], [20.006, -26.256, 25.062], [18.360, -23.132, 14.236], [21.629, -20.092, 25.453], [14.326, -24.344, 20.769], [13.293, -25.861, 22.585], [24.285, -16.445, 20.262], [23.615, -15.251, 19.504], [19.507, -26.179, 26.493], [23.250, -16.994, 21.219], [14.558, -25.257, 21.916], [19.388, -19.245, 26.394], [12.864, -26.712, 22.056], [22.746, -15.675, 19.002], [19.851, -21.300, 25.989], [15.258, -23.983, 20.334], [23.305, -16.582, 22.226], [23.350, -26.130, 15.634], [20.119, -26.812, 27.135], [23.150, -14.552, 20.199], [19.946, -18.311, 26.465], [18.721, -22.903, 15.239], [18.318, -19.042, 18.503], [20.054, -27.303, 24.761], [13.425, -26.450, 23.493], [24.497, -23.084, 21.399], [19.612, -25.164, 26.876], [21.067, -19.927, 28.095], [22.997, -20.596, 16.633], [15.851, -23.983, 22.728], [16.819, -18.816, 22.235], [15.328, -25.954, 21.584], [25.117, -16.092, 20.872], [24.322, -14.799, 18.808], [17.873, -17.688, 17.995], [22.305, -20.920, 25.240], [23.342, -18.056, 21.447], [22.712, -25.836, 16.975], [23.266, -23.133, 20.519], [22.320, -21.474, 17.665], [17.800, -22.215, 14.054], [21.230, -19.727, 24.507], [16.970, -24.504, 13.487], [18.695, -19.184, 27.233], [13.653, -24.710, 19.994], [22.121, -19.212, 25.866], [21.276, -25.053, 24.346], [13.784, -23.451, 21.080], [25.041, -16.966, 18.421], [15.616, -18.250, 22.958], [19.356, -25.701, 24.386], [22.225, -16.854, 20.876], [18.911, -19.221, 25.414], [16.697, -24.135, 15.200], [19.272, -23.363, 13.685], [17.406, -26.127, 14.999], [12.591, -25.038, 22.720], [18.553, -26.592, 26.820]],
  "mol_weight_g_mol": 507.46,
  "de_lowest_ev": 0.000,
  "e_lumo_ev": 2.38,
  "charge": -1,
  "gap_ha": 0.3844,
  "e_tot_ha": -2216.0560
}

Record 4
{
  "formula": "C13H46O10",
  "method": "ωB97M-V/def2-TZVPD",
  "species": ["O", "O", "O", "O", "O", "O", "O", "O", "O", "O", "C", "C", "C", "C", "C", "C", "C", "C", "C", "C", "C", "C", "C", "H", "H", "H", "H", "H", "H", "H", "H", "H", "H", "H", "H", "H", "H", "H", "H", "H", "H", "H", "H", "H", "H", "H", "H", "H", "H", "H", "H", "H", "H", "H", "H", "H", "H", "H", "H", "H", "H", "H", "H", "H", "H", "H", "H", "H", "H"],
  "xyz": [[1.341, -19.776, 9.017], [6.176, -22.190, 0.913], [1.819, -16.720, -0.393], [-2.623, -19.593, 7.887], [-3.882, -19.086, 3.325], [-2.796, -12.529, 6.589], [2.171, -15.746, 5.194], [-1.864, -15.611, 0.684], [3.491, -13.412, 7.758], [5.712, -15.915, 3.595], [4.760, -13.949, 8.058], [-3.411, -17.555, 8.840], [-2.569, -19.558, 3.522], [1.416, -17.708, -1.317], [2.218, -18.971, 8.273], [1.167, -16.466, 4.545], [-1.577, -12.588, 7.202], [5.379, -21.082, 0.546], [6.237, -19.939, 0.081], [-2.557, -15.306, -0.525], [4.606, -20.694, 1.818], [5.896, -15.231, 2.318], [-3.828, -18.880, 8.154], [6.409, -22.575, 0.065], [0.537, -15.814, 3.939], [-2.066, -19.453, 2.560], [4.721, -21.534, -0.196], [1.568, -17.253, 3.906], [-4.429, -18.702, 7.262], [2.941, -16.027, 4.694], [4.033, -19.772, 1.719], [0.370, -17.617, -1.609], [5.181, -14.414, 2.219], [-1.418, -13.323, 7.991], [5.244, -13.403, 8.868], [6.488, -16.390, 3.901], [0.449, -16.907, 5.236], [-2.981, -20.405, 7.522], [-2.563, -20.570, 3.927], [-3.753, -18.144, 3.192], [-2.943, -16.940, 8.072], [2.004, -17.664, -2.234], [-1.350, -11.640, 7.690], [-0.764, -12.843, 6.521], [-2.038, -18.867, 4.177], [-2.643, -17.783, 9.579], [4.641, -15.013, 8.263], [-4.210, -16.955, 9.278], [-2.431, -16.165, -1.184], [-2.086, -14.459, -1.026], [6.866, -20.345, -0.710], [3.250, -18.950, 8.625], [6.891, -14.790, 2.261], [2.213, -19.411, 7.276], [-3.631, -15.132, -0.464], [-4.410, -19.333, 8.956], [1.891, -17.932, 8.243], [5.136, -20.515, 2.753], [5.703, -19.171, -0.478], [1.041, -16.346, 0.025], [3.196, -13.958, 7.026], [6.948, -19.573, 0.821], [5.420, -13.902, 7.192], [-2.477, -15.532, 1.419], [0.425, -19.721, 8.735], [3.849, -21.449, 2.032], [1.444, -18.714, -0.899], [-3.421, -12.245, 7.260], [5.780, -15.944, 1.502]],
  "mol_weight_g_mol": 362.50,
  "de_lowest_ev": 5.471,
  "smiles": "CC(C)O.CCO.CO.CO.CO.CO.CO.CO.CO.CO",
  "e_lumo_ev": 0.11,
  "charge": 0,
  "gap_ha": 0.3680,
  "e_tot_ha": -1275.0645
}

Repeat the first record exactly.
{
  "formula": "C13H44N2O9",
  "method": "ωB97M-V/def2-TZVPD",
  "species": ["O", "O", "O", "O", "O", "O", "O", "O", "O", "N", "N", "C", "C", "C", "C", "C", "C", "C", "C", "C", "C", "C", "C", "C", "H", "H", "H", "H", "H", "H", "H", "H", "H", "H", "H", "H", "H", "H", "H", "H", "H", "H", "H", "H", "H", "H", "H", "H", "H", "H", "H", "H", "H", "H", "H", "H", "H", "H", "H", "H", "H", "H", "H", "H", "H", "H", "H", "H"],
  "xyz": [[-1.606, 4.209, -0.158], [0.625, 1.552, -1.969], [-1.401, 2.243, 2.877], [-3.806, -2.884, -0.159], [-0.225, -0.190, 0.417], [-1.292, -0.647, -2.056], [4.064, -1.620, 0.024], [-2.402, -0.175, 2.071], [4.444, 2.408, 0.819], [4.753, -0.858, -2.132], [3.400, -2.388, -2.047], [4.087, -1.574, -1.334], [0.591, 3.443, 2.290], [-1.790, -4.130, 0.450], [1.889, 1.005, -1.676], [-2.371, 2.944, -1.950], [-1.141, -1.926, -2.540], [-3.257, -4.067, 0.446], [-1.927, 2.923, -0.504], [0.287, -2.333, -2.316], [-0.076, 2.340, 3.221], [0.743, -0.911, 1.130], [3.858, 1.477, 1.723], [-3.665, -0.329, 1.493], [1.400, 3.875, 2.904], [1.595, -1.068, 0.490], [-3.665, -4.889, -0.142], [4.557, 3.251, 1.190], [2.548, 1.076, -2.504], [4.640, 1.415, 2.487], [-4.351, 0.463, 1.855], [0.452, 1.382, 3.240], [-0.951, 2.343, -0.443], [2.966, 1.828, 2.307], [3.546, 0.501, 1.436], [1.705, -0.058, -1.470], [5.382, -0.266, -1.651], [-0.875, -0.651, -1.214], [-3.376, 3.346, -2.173], [-1.498, -2.084, -3.537], [-1.607, 3.364, -2.592], [0.423, -2.150, -1.334], [-1.781, 3.054, 3.189], [-4.170, -1.315, 1.659], [2.779, -2.975, -1.422], [-3.643, -4.158, 1.472], [-2.282, 1.868, -2.231], [-2.769, 2.449, 0.169], [-1.397, -4.353, -0.489], [0.488, -3.370, -2.382], [-1.438, -3.173, 0.836], [-0.038, 0.911, -1.902], [-0.122, 2.684, 4.269], [-1.812, -2.436, -1.810], [-2.252, 0.644, 2.480], [4.341, -0.490, -2.977], [-1.380, -4.785, 1.177], [3.414, -2.393, -3.070], [-3.574, 0.001, 0.412], [0.333, -1.881, 1.407], [-0.688, 4.301, -0.272], [0.908, -1.660, -2.971], [0.905, 2.900, 1.428], [-4.753, -2.832, -0.042], [-0.095, 4.242, 2.097], [1.086, -0.461, 1.993], [2.361, 1.459, -0.826], [-1.092, -0.420, 0.835]],
  "mol_weight_g_mol": 372.50,
  "de_lowest_ev": 6.009,
  "smiles": "NC(N)=O.CCO.CCO.CCO.CCO.CO.CO.CO.CO",
  "e_lumo_ev": 0.62,
  "charge": 0,
  "gap_ha": 0.3674,
  "e_tot_ha": -1308.1604
}